# 1
The following is a DFT calculation (ωB97M-V/def2-TZVPD) of a 3-piece molecular cluster, C5H12N2O2 overall at a distorted geometry.

XYZ file:
```
21
Properties=species:S:1:pos:R:3
C 1.542 0.145 1.161
C -0.733 -2.410 -0.116
C -0.424 -1.060 -0.702
O 2.394 -0.714 0.493
O 1.509 1.422 0.577
N 0.481 -1.005 -1.609
H 1.968 -1.002 -0.343
H 2.338 1.558 0.095
H 1.858 0.206 2.207
H 0.592 -0.075 -2.008
H 0.045 -3.123 -0.376
H -0.803 -2.373 0.970
H -1.691 -2.759 -0.508
N -1.576 2.464 -0.034
C -0.954 1.376 -0.554
C -1.033 0.095 0.018
H -1.202 3.373 -0.246
H -2.007 2.376 0.872
H -0.328 1.582 -1.411
H -2.005 -0.150 0.444
H 0.028 0.074 1.068
```

Properties
Calculated total energy in eV: -12451.55438
Charge: 0
LUMO level (spin up / spin down) in eV: 0.7204 / 0.7200
HOMO-LUMO gap (spin up / spin down) in eV: 7.78 / 7.78


# 2
The following is a DFT calculation (ωB97M-V/def2-TZVPD) of one molecule with the formula C5H12N2O2.

XYZ file:
```
21
Properties=species:S:1:pos:R:3
C 0.413 0.988 1.569
C 1.307 0.992 -0.697
C 0.497 -1.919 -0.971
N 0.186 0.591 0.172
C -0.417 -1.073 -0.127
N -1.017 -1.465 0.938
H -1.300 -2.438 0.921
H 1.445 0.770 1.845
H 0.217 2.054 1.682
H 2.199 0.425 -0.432
H 1.052 0.792 -1.735
H 1.508 2.057 -0.569
H -0.254 0.401 2.197
H -0.046 -2.826 -1.241
H 1.383 -2.202 -0.399
H 0.800 -1.426 -1.892
C -1.172 0.979 -0.469
O -2.139 1.203 0.496
O -1.326 -0.160 -1.196
H -2.273 0.352 0.953
H -1.062 1.903 -1.048
```

Properties
Calculated total energy in eV: -12452.67917
Charge: 0
LUMO level in eV: 0.7355
HOMO-LUMO gap in eV: 9.16


# 3
The following is a DFT calculation (ωB97M-V/def2-TZVPD) of C5H12N2O2V as an isolated structure at a distorted geometry.

XYZ file:
```
22
Properties=species:S:1:pos:R:3
V -0.056 0.310 -1.428
C -0.232 0.062 -4.314
H 0.849 0.240 -4.314
H -0.422 -0.949 -4.685
H -0.729 0.767 -4.993
H -0.674 0.134 -3.286
H -1.284 -0.508 -1.838
C 0.606 -1.355 2.464
C 0.290 -0.490 1.296
N 0.309 -0.944 0.049
O 0.488 -2.376 0.005
C -0.084 0.877 1.422
C -0.107 1.657 2.693
N -0.306 1.490 0.226
O -0.561 2.759 0.206
H 0.759 -2.386 2.188
H -0.220 -1.275 3.178
H 1.477 -0.993 3.015
H 0.234 -2.629 -0.905
H 0.598 2.492 2.598
H -1.118 2.052 2.852
H 0.183 1.063 3.572
```

Properties
Calculated total energy in eV: -38136.55062
2S+1: 4
Charge: 0
LUMO level (spin up / spin down) in eV: -0.2533 / -0.2683
<S²>: 3.84
HOMO-LUMO gap (spin up / spin down) in eV: 7.13 / 7.43


# 4
The following is a DFT calculation (ωB97M-V/def2-TZVPD) of one molecule with the formula C5H12N2O3 at a distorted geometry.

XYZ file:
```
22
Properties=species:S:1:pos:R:3
C 1.198 0.325 0.041
C -1.008 -0.977 -0.539
C 0.207 -0.167 -1.026
C 2.302 1.162 -0.602
C -2.213 -0.085 -0.179
N -2.093 0.633 0.978
N -0.699 -1.892 0.590
O 0.542 1.105 1.026
O 1.811 -0.756 0.715
O -3.233 -0.027 -0.857
H 1.267 1.430 1.592
H 1.144 -1.477 0.731
H -1.341 -1.603 -1.377
H -2.827 1.310 1.144
H -1.153 0.915 1.263
H -0.819 -1.349 1.455
H -1.461 -2.574 0.641
H -0.163 0.696 -1.595
H 0.762 -0.806 -1.727
H 1.894 2.063 -1.074
H 2.854 0.584 -1.350
H 3.029 1.491 0.150
```

Properties
Calculated total energy in eV: -14503.20145
Charge: 0
LUMO level in eV: 0.6407
SMILES: CC(O)(O)C[C@@H](N)C(N)=O
HOMO-LUMO gap in eV: 9.96


# 5
The following is a DFT calculation (ωB97M-V/def2-TZVPD) of an isolated ion of composition C5H12N2S3 and charge +2 at a distorted geometry.

XYZ file:
```
22
Properties=species:S:1:pos:R:3
C -1.268 -0.230 -0.646
C 3.293 0.503 0.178
C 1.383 0.042 -0.677
C -2.585 1.500 0.373
C -3.497 -0.707 0.184
N -2.396 0.193 -0.142
N 4.472 -0.289 0.606
S 2.861 0.439 -1.439
S -1.221 -2.002 -0.954
S -0.026 1.014 -0.973
H 2.965 1.260 0.837
H 1.138 -0.801 -0.191
H -1.962 2.251 0.088
H -2.420 1.455 1.450
H -3.615 1.943 0.316
H -3.925 -1.055 -0.783
H -4.269 -0.273 0.686
H -3.037 -1.549 0.646
H 5.027 0.027 1.379
H 5.057 -0.610 -0.156
H 4.264 -1.198 1.108
H -0.237 -1.915 -1.889
```

Properties
Calculated total energy in eV: -40845.03608
Charge: +2
LUMO level (spin up / spin down) in eV: -8.2185 / -8.2192
HOMO-LUMO gap (spin up / spin down) in eV: 7.67 / 7.67


# 6
The following is a DFT calculation (ωB97M-V/def2-TZVPD) of a 2-piece molecular cluster, C5H12N3 overall.

XYZ file:
```
20
Properties=species:S:1:pos:R:3
C 0.039 -1.368 -1.343
C 0.385 -0.920 -2.550
C 1.855 -1.762 -0.024
N 0.749 -1.152 -0.142
H -0.855 -1.968 -1.208
H 1.333 -0.440 -2.758
H -0.226 -1.223 -3.388
H 2.409 -1.723 0.909
H 2.242 -2.385 -0.831
C -1.080 0.447 2.614
N -0.378 2.109 -0.571
C -0.186 1.362 0.503
N -1.168 0.897 1.224
H -0.087 0.584 3.027
H -1.341 -0.612 2.627
H -1.815 1.010 3.184
H -1.321 2.292 -0.885
H 0.349 2.162 -1.267
H 0.825 1.209 0.847
H -2.092 0.944 0.819
```

Properties
Calculated total energy in eV: -9842.38737
Charge: +1
LUMO level in eV: -3.1307
HOMO-LUMO gap in eV: 9.76


We obtain energy relative to the best compared isomer or geometry (same formula, charge and spin) values of 427.2; 318.7; 0.0; 29.4; 192.1; 176.0 kJ/mol for the records listed above, in that order.